19
Properties=species:S:1:pos:R:3 method="wB97M-V/def2-TZVPD" homo_energy_ha=-0.276 homo_lumo_gap_ha=0.285 smiles="Cc1nc2c(s1)=CCCC=2Cl" e_above_lowest_kj_mol=0.0 multiplicity=1
C -1.669 -0.663 -0.167
C -0.315 -0.598 -0.004
H 0.394 2.717 -0.387
S 2.148 0.196 -0.232
H -1.731 1.773 1.367
C -0.098 1.790 -0.068
Cl -2.474 -2.106 -0.010
N 0.388 -1.789 0.058
C 0.448 0.574 -0.108
C 1.672 -1.581 0.014
H -2.051 2.684 -0.135
H -2.173 0.964 -1.414
H -3.519 0.699 -0.232
H 2.158 -3.420 -0.612
C -1.618 1.773 0.227
H 2.946 -2.992 1.001
C 2.649 -2.688 0.008
H 3.546 -2.317 -0.353
C -2.403 0.710 -0.393